This record from the OMol25 dataset describes C6H10O as an isolated structure. The level of theory is wB97M-V/def2-TZVPD.

Last column: Löwdin charge in e.
Atoms and positions in Å:
C 2.241 0.122 0.079  -0.0359
C 0.771 -0.130 0.002  -0.2289
C 0.094 -1.234 0.389  -0.1213
C -1.242 -1.261 -0.161  -0.0748
C -1.534 0.170 -0.586  -0.1590
C -0.158 0.878 -0.637  -0.3534
O -0.077 2.157 -0.031  -0.0214
H 2.433 1.159 0.374  0.0826
H 2.703 -0.022 -0.906  0.0904
H 2.733 -0.554 0.784  0.0809
H 0.538 -2.080 0.910  0.1115
H -2.214 -1.508 1.514  0.1339
H -2.154 -1.826 0.732  0.0099
H -2.049 0.198 -1.552  0.1085
H -2.191 0.670 0.133  0.1195
H 0.126 1.057 -1.681  0.1561
H -0.283 2.043 0.907  0.1015

The HOMO-LUMO gap comes out at 7.72 eV. Its relative energy (zero: lowest compared OMol25 entry of this formula, charge and spin) is 99.8 kcal per mole. The LUMO energy is -0.143 eV. Its net charge is 0. Its highest occupied orbital energy is -7.86 eV. Its largest force on an atom is 0.3 eV Å⁻¹.

***

This record from the OMol25 dataset describes C3H8N2O in the gas phase at a distorted geometry. The level of theory is wB97M-V/def2-TZVPD.

Last column: Löwdin charge in e.
Atoms and positions in Å:
N -1.707 -1.277 0.372  -0.0012
C -0.366 -1.127 0.953  -0.3305
N 0.630 -0.431 0.197  -0.0639
C 0.284 0.858 -0.319  -0.2267
C 1.458 1.620 -0.862  -0.2505
O 2.107 1.229 -1.794  0.0577
H -2.254 -0.428 0.429  0.0527
H -1.619 -1.474 -0.621  0.0622
H -0.575 -0.664 1.932  0.1151
H -0.017 -2.121 1.229  0.1086
H 0.924 -1.076 -0.526  0.1160
H -0.123 1.474 0.488  0.1171
H -0.507 0.845 -1.095  0.1231
H 1.765 2.571 -0.385  0.1202

The HOMO-LUMO gap comes out at 10.04 eV. Its relative energy (zero: lowest compared OMol25 entry of this formula, charge and spin) is 42.5 kcal per mole. The LUMO energy is 0.873 eV. Its net charge is 0. As for the SMILES: NCNCC=O. Its highest occupied orbital energy is -9.17 eV. Its largest force on an atom is 2.0 eV Å⁻¹.

***

This record from the OMol25 dataset describes a 4-piece molecular cluster, H8O4 overall at a distorted geometry. The level of theory is wB97M-V/def2-TZVPD.

Last column: Löwdin charge in e.
Atoms and positions in Å:
O 1.198 -0.964 0.893  -0.0831
H 1.697 -0.272 0.446  -0.0316
H 0.662 -1.446 0.191  0.0347
O -1.746 -1.431 -0.505  -0.0184
H -1.513 -0.599 -0.843  -0.0152
H -0.995 -2.023 -0.591  0.0312
O 2.890 0.757 -0.418  -0.0095
H 3.654 0.824 -0.920  0.0169
H 2.986 1.614 0.014  0.0717
O -2.489 1.609 0.252  -0.0734
H -2.053 1.172 -0.467  -0.0160
H -3.265 0.959 0.399  0.0927

The HOMO-LUMO gap comes out at 11.23 eV. Its relative energy (zero: lowest compared OMol25 entry of this formula, charge and spin) is 37.0 kcal per mole. The LUMO energy is 0.338 eV. Its net charge is 0. As for the SMILES: O.O.O.O. Its highest occupied orbital energy is -10.89 eV. Its largest force on an atom is 3.2 eV Å⁻¹.